No. 1
8
Properties=species:S:1:pos:R:3:forces:R:3:nbo_charge:R:1 method="wB97M-V/def2-TZVPD" total_energy_ev=-22186.898 relative_energy_kcal_mol=45.3 orbital_gap_ev="6.78 / 6.75" e_homo_ev="-8.16 / -8.17" total_charge=0
N 2.0065 -1.6174 0.7338 0.533 -0.082 -0.204 -0.206
C 1.2141 -0.8832 0.3446 -0.079 -0.610 0.701 -0.100
C -0.6674 0.1529 -1.3856 -0.169 -0.581 1.542 -0.869
H -1.5808 0.6339 -1.6372 -0.581 0.605 -0.061 0.235
H 0.3205 0.7957 2.2402 0.683 -0.253 0.997 -0.010
P -0.6696 1.4706 1.5673 -0.539 0.047 0.099 -0.143
H -0.3364 -0.5377 -2.1000 0.678 -0.885 -0.832 0.236
P -0.2870 -0.0149 0.2369 -0.526 1.759 -2.244 0.858

No. 2
71
Properties=species:S:1:pos:R:3:forces:R:3:mulliken_spin:R:1 method="wB97M-V/def2-TZVPD" total_energy_ev=-124992.879 relative_energy_kcal_mol=11.5 orbital_gap_ev="7.15 / 7.15" spin_multiplicity=2 e_homo_ev="-5.06 / -5.06" total_charge=-1
O -1.2419 0.3465 0.5927 0.144 -0.345 0.059 -0.011
C -1.2650 5.1873 -0.7013 -0.003 0.014 0.009 0.000
H 4.9084 -1.3618 1.1733 0.005 -0.005 0.000 -0.001
H -3.6192 4.1347 -1.7869 0.011 0.007 -0.014 0.000
C 3.8840 -1.5858 0.8974 0.015 0.006 0.010 -0.008
H 3.0309 -0.0513 -2.1574 -0.002 0.010 0.004 0.000
H 4.2849 1.2031 -3.8854 0.003 0.004 0.000 0.000
C 3.4159 -2.8927 0.9290 0.020 -0.006 0.009 0.013
H -5.3356 -1.2708 1.3741 -0.004 0.004 0.002 0.000
C -4.8269 -1.1884 -0.7256 0.032 0.012 -0.029 -0.003
H -2.0050 -0.1840 -3.2589 0.006 0.058 0.004 -0.001
C 1.2491 -2.1081 0.1904 -0.016 0.017 0.049 -0.031
H -1.1644 -0.3032 5.2083 0.000 -0.008 -0.008 0.000
H -0.7830 -2.4721 0.7536 0.005 0.014 -0.010 -0.001
C -3.8808 -0.8508 -1.6403 -0.064 -0.039 0.028 0.001
O -2.9536 3.9779 0.9111 0.029 -0.018 -0.029 -0.001
C -1.7289 -4.1172 -0.8976 0.003 -0.003 0.003 0.000
C -0.1772 -2.4587 -0.1591 0.000 -0.029 0.021 -0.032
H -2.0778 5.9127 -0.7436 0.002 0.001 -0.020 0.000
H -4.0623 -0.9915 -2.6995 0.004 0.001 -0.004 0.000
H 2.1494 4.7567 -2.8924 0.002 0.002 -0.003 0.000
C 2.1018 -3.1437 0.5799 -0.001 0.015 -0.035 -0.014
H 1.7118 -4.1550 0.5860 0.007 -0.002 0.003 -0.001
S 1.3086 2.1078 1.3487 0.091 -0.157 0.081 -0.034
N -0.3274 -3.7564 -0.8143 0.004 -0.006 0.014 0.000
H 4.0680 -3.7067 1.2239 0.002 -0.002 0.006 0.001
C 1.5770 1.1043 2.7816 -0.025 0.131 -0.047 0.007
C 3.0367 -0.5551 0.5246 -0.043 -0.023 -0.034 -0.011
H 0.1921 -4.7143 -2.6007 -0.001 -0.003 0.005 0.000
C -2.9248 3.3080 -1.6339 -0.007 0.016 -0.006 0.000
H -3.4739 2.3833 -1.4641 -0.017 0.007 0.006 0.000
O -0.6003 0.5756 -2.0498 0.251 -0.414 0.054 -0.007
H 0.8961 3.5209 -1.1538 0.033 -0.014 0.008 0.003
C 2.3190 3.7001 -2.7249 0.001 -0.015 -0.004 -0.003
N 2.8422 1.0857 3.2250 0.042 0.048 0.057 -0.005
H 3.4162 0.4590 0.5332 -0.004 -0.012 -0.021 -0.003
C -2.3289 -0.1159 0.1704 -0.050 0.179 -0.081 -0.019
C 0.2666 -3.7287 -2.1371 -0.014 -0.002 -0.014 -0.001
F 3.9609 3.7147 -4.4241 -0.006 -0.005 0.006 0.001
H -0.0599 -1.4561 5.9971 -0.001 0.002 0.005 0.000
H -2.3166 -3.4020 -1.4989 -0.006 0.006 -0.005 0.000
C 3.5310 1.6918 -3.2810 -0.001 -0.005 0.003 -0.005
H -1.8316 -5.1054 -1.3505 0.002 -0.001 -0.003 0.000
Fe 0.6132 0.7756 -0.2979 -0.388 0.509 -0.204 1.320
H -2.1648 -4.1488 0.1021 0.003 -0.002 0.003 0.000
C -4.5780 -1.0024 0.6505 0.031 0.009 0.013 0.001
C 2.1018 -0.3872 4.9358 0.005 0.001 0.010 -0.007
C -0.3415 -0.9995 5.0485 -0.013 -0.015 -0.030 0.000
C 1.6986 -0.7800 0.1652 -0.001 -0.049 0.052 -0.110
C -3.3907 -0.4889 1.0780 -0.077 -0.011 0.016 -0.001
Cl -6.3617 -1.8561 -1.2221 0.008 0.003 0.007 0.000
C 0.8163 -0.2817 4.4207 0.020 -0.046 0.016 0.002
C -1.6970 0.0322 -2.2204 -0.189 0.215 0.106 -0.002
H 2.3197 -0.9955 5.8031 -0.005 -0.005 -0.003 -0.001
N 0.5549 0.4627 3.3495 0.024 -0.007 -0.019 -0.005
C -2.6457 -0.3137 -1.2159 0.142 -0.053 -0.079 0.011
C 3.2649 3.0290 -3.4720 0.000 0.009 -0.003 0.007
H -0.7907 5.0658 -1.6747 0.014 -0.010 0.010 0.000
C 1.6228 2.9847 -1.7581 0.044 0.004 -0.018 0.001
H -0.7003 -1.7786 4.3748 -0.025 0.014 -0.023 0.000
Cl -3.1064 -0.2700 2.7641 0.033 -0.006 0.052 0.000
H -0.5240 5.4910 0.0358 -0.010 0.015 0.014 0.000
C 2.8165 1.0008 -2.3041 -0.034 -0.042 -0.045 0.005
C 1.8450 1.6238 -1.5236 0.021 0.089 0.052 -0.068
H 1.3183 -3.4534 -2.0681 0.001 -0.007 0.001 0.000
S -1.9645 3.6221 -0.1429 -0.039 -0.030 0.008 0.003
C 3.0852 0.3379 4.2903 -0.027 -0.012 -0.011 0.004
H 4.1142 0.3164 4.6385 -0.002 0.011 0.008 0.000
H -0.5879 -1.6691 -0.7950 0.012 -0.020 -0.019 0.007
H -0.2341 -2.9980 -2.7989 0.001 0.005 0.002 0.000
H -2.2504 3.1863 -2.4822 0.004 -0.011 0.003 0.000

No. 3
22
Properties=species:S:1:pos:R:3:forces:R:3:nbo_charge:R:1 method="wB97M-V/def2-TZVPD" total_energy_ev=-19227.028 relative_energy_kcal_mol=6.2 orbital_gap_ev=9.71 e_homo_ev=-8.77 total_charge=0 smiles=CCNC[C@H](N)CS
S -0.0013 -2.8841 -1.3565 0.007 -0.169 -0.032 -0.058
C 1.1311 3.5465 1.4321 0.105 0.138 -0.401 -0.627
H -0.3645 0.5909 1.8652 -0.028 -0.029 0.163 0.191
C -0.0400 0.5783 0.8255 -0.158 0.586 -0.540 -0.220
H -0.4839 -1.7718 1.6784 0.004 -0.075 0.045 0.348
N -1.2475 -1.4939 1.0731 -0.063 -0.223 0.429 -0.835
H -1.6370 -2.3451 0.6825 0.113 0.185 -0.182 0.374
H 1.9508 4.2603 1.3274 0.132 -0.137 0.037 0.211
C -0.7895 -0.5403 0.0897 0.403 -0.130 -0.086 -0.072
N -0.2434 1.8812 0.1619 -0.008 -0.526 0.165 -0.632
H 1.3563 2.8543 2.2387 -0.040 0.077 0.253 0.203
C 0.1018 -1.0936 -1.0703 -0.337 0.189 -0.152 -0.538
H 1.1548 -0.8619 -0.9097 -0.022 -0.045 0.074 0.209
H -0.2015 -0.6069 -1.9968 0.211 0.042 0.033 0.233
C 0.9125 2.7637 0.1374 -0.069 0.323 0.204 -0.209
H -1.6503 -0.0784 -0.3820 -0.298 -0.008 0.008 0.193
H 1.7981 2.1602 -0.0482 0.074 -0.096 -0.218 0.183
H 0.8020 3.4499 -0.7067 0.046 0.020 0.045 0.188
H 0.2541 4.1465 1.6714 -0.170 -0.117 0.146 0.200
H -1.0108 2.3468 0.6316 -0.052 0.086 -0.211 0.354
H -0.6831 -2.8676 -2.5075 -0.024 0.074 0.023 0.126
H 1.0288 0.3797 0.7948 0.173 -0.164 0.194 0.178

No. 4
117
Properties=species:S:1:pos:R:3:forces:R:3:mulliken_spin:R:1 method="wB97M-V/def2-TZVPD" total_energy_ev=-288970.257 relative_energy_kcal_mol=49.1 orbital_gap_ev="7.19 / 6.84" spin_multiplicity=6 e_homo_ev="-9.50 / -9.50" total_charge=+1
H -3.5484 3.2474 1.8195 -0.906 -0.447 0.338 0.000
H 1.8609 4.4971 0.1945 -0.137 0.905 0.858 0.000
C -1.7928 -3.0539 -0.6915 -1.524 -0.093 0.152 0.007
C 3.7210 -2.1603 1.6011 0.509 1.383 0.895 0.001
H 0.3216 4.3808 4.0502 0.374 0.871 -0.171 0.000
H -3.0272 -4.3212 -8.2275 -0.162 -0.166 0.868 0.000
H -4.4832 -2.3468 -8.2169 0.504 -0.251 0.775 0.000
H -2.2683 2.9757 3.1016 0.151 0.191 0.631 0.000
H -1.7892 6.3590 -0.4269 0.097 -0.039 0.088 0.000
As -0.8116 3.8416 1.2899 -1.261 1.544 0.275 0.000
C 5.0995 -2.3469 -0.5519 0.562 -2.642 -0.510 0.000
C -0.9738 -0.3456 7.6869 0.043 0.078 0.081 0.000
C -0.7409 -0.1491 -5.2834 1.372 0.211 -1.355 0.013
H 1.9262 3.3307 6.2992 0.137 0.364 -0.436 0.000
C -5.0739 5.6529 0.0017 0.862 2.311 -1.051 0.000
C -2.5406 -3.3892 -1.8588 1.521 -1.215 0.679 0.024
C -4.3815 -4.0887 -0.4816 -0.418 -0.488 -0.236 0.011
H -2.8432 -0.1901 6.6436 -0.063 0.169 0.242 0.000
C 0.3590 5.4601 1.3980 -0.750 0.635 -0.113 0.000
H 3.4813 -4.9787 1.1632 0.413 0.196 0.140 0.000
H -1.7505 -8.7260 -3.8064 -0.265 0.353 0.060 0.000
H 2.7716 -1.8850 1.1528 -0.372 -0.067 0.151 0.001
C 2.5032 2.4162 4.4129 0.451 -1.555 0.117 0.000
H 5.8219 -3.0936 -0.9700 -0.516 0.703 -0.028 0.000
C -2.7419 -3.4374 -4.9232 1.839 -0.307 -0.069 0.022
N 2.3955 -1.6748 -2.7346 1.774 0.269 -0.338 0.041
H -1.2272 1.0063 -7.0444 -0.036 0.205 0.285 0.000
H 4.2798 3.7307 7.0505 -0.333 -0.759 -0.598 0.000
C -1.5732 3.8153 3.1977 1.547 -0.674 -1.605 0.000
H 3.4497 0.9957 2.9144 -0.212 1.305 0.532 0.000
H 0.8050 0.8929 -2.5116 0.027 -0.003 -0.844 0.012
C 2.1945 7.5351 1.6817 -0.576 0.270 -0.234 0.000
C 0.3733 -0.0243 7.6666 -0.176 -0.434 0.459 0.000
H 3.5804 -2.5653 2.6124 -0.308 -0.322 -0.456 0.000
H 0.8474 3.0882 -3.8023 -0.339 -0.129 -0.104 0.000
H 3.9893 -4.8561 -0.4962 0.150 -0.185 -0.276 0.000
C -2.5097 -4.1643 -6.0879 -0.539 -0.703 0.507 0.003
C -3.7662 -4.0461 -1.7190 -0.229 1.280 -0.601 -0.017
H 0.6899 -8.9856 -3.8171 -0.281 0.299 -0.068 0.000
C 2.6211 6.3589 1.0441 -1.285 0.825 0.158 0.000
C 0.5354 -5.6210 -3.5518 -0.125 0.017 0.138 0.015
H -5.8412 4.1041 1.2310 -0.220 0.184 0.050 0.000
H -4.3062 -4.3365 -2.6134 -0.083 -0.019 0.023 -0.001
H -6.0183 6.0150 -0.3484 -0.525 0.052 0.056 0.000
H 2.1935 -7.0053 -3.6988 -1.086 -0.036 -0.015 0.001
H -1.9995 1.2013 4.8758 -0.377 0.062 -0.897 0.000
S -0.2944 -2.1130 -0.7953 -0.005 -0.252 1.183 0.081
C -2.6700 5.8440 -0.0579 -0.121 0.889 -0.243 0.000
C -1.7916 0.0741 6.6310 -0.863 -1.007 1.336 0.000
C -3.7357 4.1197 1.2345 1.775 1.425 -0.484 0.000
H 1.1490 -4.7255 -3.4974 0.262 -0.206 -0.131 0.013
C 0.4179 2.1934 -4.2468 -0.335 -1.165 0.674 -0.010
H -1.8176 -2.9937 1.4629 -0.491 -0.822 -0.564 -0.001
Mn 0.3633 -1.8167 -2.9581 -0.568 -0.249 -0.344 4.735
C 0.8813 0.6178 6.5778 1.480 0.565 -1.586 0.000
C -0.0598 6.6747 1.9816 0.781 0.367 0.036 0.000
H 5.6971 1.5113 3.6433 0.015 -0.576 0.622 0.000
C 0.2474 -7.9889 -3.7395 -0.590 -0.504 -0.294 -0.001
N 3.9203 -0.5695 -1.6470 -0.564 -1.182 -0.579 0.004
H -4.5354 -0.8167 -6.0818 0.254 -0.601 -0.430 0.000
H 4.2336 -1.1902 1.8318 -0.046 -0.752 -0.560 0.000
C 0.0709 0.9323 5.4734 0.400 1.611 -0.140 0.000
C -0.4271 3.6251 4.1296 0.487 -1.622 1.593 0.000
C -2.5417 4.7631 0.8133 -0.665 -0.899 -0.900 0.000
C 3.2747 -2.5709 -2.3042 0.039 0.299 -0.094 -0.003
C -2.3748 -3.3856 0.5813 1.826 1.879 -0.683 0.010
H -0.7541 3.5974 5.1827 0.139 0.015 -0.271 0.000
C 3.5935 1.7346 3.7477 -0.721 -0.010 0.822 0.000
C -0.2393 2.1853 -5.4693 -0.962 0.693 -1.319 0.011
C -1.6789 -6.5320 -3.4975 0.365 -1.426 -0.564 -0.011
C -4.9717 4.6529 0.8937 0.039 -2.701 0.783 0.000
H -1.8980 -5.0537 -5.9621 0.068 0.065 -0.574 0.001
C -3.6636 -3.8586 0.6618 0.843 -0.028 0.159 -0.004
As -1.4214 -3.5270 -3.4852 -1.460 -1.713 0.626 -0.032
H -1.1767 -1.1069 -5.6484 0.430 0.836 0.383 0.000
C -3.9605 -2.6458 -7.2839 0.288 1.123 0.832 0.004
H -2.7317 -6.4178 -3.4083 -0.782 0.142 0.004 -0.001
C -3.9933 -1.7735 -6.1322 -0.658 -1.551 -0.884 -0.002
C -1.3151 0.7653 5.5587 1.658 -0.274 0.419 0.000
C 4.4693 -3.0915 0.6742 0.596 1.591 -0.375 0.000
N 4.2073 -1.9272 -1.5958 -1.323 1.457 -0.393 0.003
C 1.0828 -6.8963 -3.6742 1.160 0.710 0.238 0.010
C 3.6136 -4.2748 0.3369 -0.568 -0.685 -0.045 -0.003
C 1.6165 5.4084 0.8140 1.290 -1.987 -0.307 0.000
H 1.0968 -0.2788 8.4379 -0.534 -0.078 0.228 0.000
N 2.8711 -0.4283 -2.3593 0.281 -1.268 0.757 0.029
H -1.3570 -0.8678 8.5547 -0.287 -0.056 -0.199 0.000
H -3.4965 -1.6566 -4.0338 0.024 -0.193 -0.486 -0.004
C 0.4501 0.9754 -3.5524 -0.348 -0.255 -1.392 0.011
H 0.5329 8.6733 2.4784 -0.341 1.361 0.599 0.000
H 3.6610 6.2695 0.6933 -0.763 -0.069 0.049 0.000
H 5.4213 -3.3729 1.0857 0.242 -0.607 0.909 0.000
H -4.1121 7.2311 -1.0236 0.566 -0.043 -0.315 0.000
C -0.7494 1.0146 -6.0689 -0.275 -0.100 1.482 0.004
As 0.6720 1.9144 3.8313 -0.157 0.064 0.409 0.000
H -0.5293 3.1485 -5.9558 0.889 -0.820 0.263 0.000
C -3.4216 -2.2551 -4.9574 -0.919 1.587 0.311 0.008
C 2.7484 3.0384 5.6444 0.712 -0.257 -0.378 0.000
H 2.5817 -3.9846 0.1345 -0.032 0.257 -0.357 0.003
C 4.8746 1.7962 4.3004 -0.379 1.194 -0.536 0.000
C 4.0672 3.1229 6.1420 -0.397 0.841 0.769 0.000
H 3.3120 -3.6297 -2.6069 -0.237 0.722 0.657 -0.007
H -2.0712 4.7511 3.3553 -0.443 0.346 0.092 0.000
C -0.8403 -5.4374 -3.4453 0.357 0.990 -0.351 -0.005
N -0.0272 -0.1778 -4.1506 -0.641 1.449 1.567 0.023
H 6.1156 2.4908 5.8738 0.270 0.426 0.232 0.000
C -3.9237 6.3349 -0.4505 -0.541 -1.200 0.917 0.000
H 2.8867 8.3661 1.6755 0.071 0.076 0.467 0.000
H -1.1102 6.8000 2.2459 0.272 -0.020 0.226 0.000
C -3.1828 -3.8293 -7.2522 -0.317 1.269 -0.892 -0.001
C 0.8529 7.7490 2.1190 0.951 -3.108 -1.464 0.000
H 5.6459 -1.4644 -0.3336 0.484 0.665 0.737 0.000
C -1.1514 -7.8249 -3.7249 0.930 0.722 0.719 0.001
H -4.0800 -4.1144 1.6131 -0.312 0.286 0.470 0.000
H -5.4293 -4.2766 -0.3473 -0.316 -0.606 -0.368 0.000
C 5.1148 2.5214 5.4875 -0.228 -0.901 -1.148 0.000
H 1.9785 0.8645 6.6189 -1.283 -0.278 -0.475 0.000

No. 5
22
Properties=species:S:1:pos:R:3:forces:R:3:nbo_charge:R:1 method="wB97M-V/def2-TZVPD" total_energy_ev=-47511.097 relative_energy_kcal_mol=4.2 orbital_gap_ev=2.47 e_homo_ev=-12.19 total_charge=+1
Tl -1.9289 4.1750 -1.8096 0.071 -0.366 0.368 0.982
O 0.6732 -2.1226 -0.0298 1.032 1.328 -0.713 -0.250
O 1.5347 -3.8434 0.9248 -0.724 0.957 -0.122 -0.239
O -2.6252 1.2657 2.0077 0.532 0.499 0.192 -0.216
O -2.8495 2.6443 0.4752 -0.175 1.113 -1.656 -0.388
O -0.5749 0.0418 -2.5553 0.552 1.265 1.490 -0.337
O -0.2207 2.3010 -0.5428 -0.240 -0.639 0.417 -0.472
N -1.1931 -0.3756 -3.5312 1.105 -1.813 -1.563 0.694
O 1.5370 -1.4813 2.6728 0.808 0.920 -1.191 -0.234
N 2.5343 -0.8603 2.2797 1.020 -1.032 1.335 0.703
O 3.0137 -0.9098 1.1322 -1.482 -0.573 -0.859 -0.310
O -2.2083 3.3384 2.4300 -0.322 -0.958 -1.192 -0.297
Tl 2.9298 -1.1768 -1.7538 -0.329 0.252 0.186 0.967
N 0.2721 1.2099 -0.1801 0.746 0.443 -0.572 0.731
O 3.2678 -0.2825 3.0570 -0.661 0.398 0.538 -0.190
O 1.4194 0.9358 -0.5754 0.127 -0.066 -0.272 -0.468
O -0.2907 0.4198 0.5566 -0.718 0.407 0.125 -0.287
O -0.5583 -3.3444 1.0873 1.010 0.102 0.065 -0.169
N -2.5433 2.4544 1.6325 0.133 -0.562 2.215 0.705
N 0.5827 -3.1033 0.6820 -0.928 -2.278 0.900 0.701
O -0.9083 0.1087 -4.6427 -1.291 -0.527 1.211 -0.334
O -1.8635 -1.3947 -3.3167 -0.268 1.132 -0.903 -0.291

No. 6
28
Properties=species:S:1:pos:R:3:forces:R:3:nbo_charge:R:1 method="wB97M-V/def2-TZVPD" total_energy_ev=-92970.934 orbital_gap_ev=3.98 e_homo_ev=-2.07 total_charge=-1
C -1.8473 -0.5646 -0.9953 0.325 2.553 2.724 -0.339
H 0.8199 -1.6320 3.3387 -0.104 -0.143 0.220 0.242
C 1.3851 -0.0549 0.2948 0.843 0.367 0.412 -0.268
H 0.9472 1.2309 -1.5085 0.183 -0.122 0.028 0.476
C 0.2709 3.0527 0.2714 2.389 0.498 -0.520 0.873
C -0.1385 1.7982 0.9778 -1.054 -0.081 0.214 -0.351
O 1.4196 3.4172 0.1826 -1.646 -0.357 0.111 -0.542
H -0.0861 -0.2727 2.6760 -0.322 -0.153 -0.029 0.213
H 2.5852 -1.1502 1.5853 0.270 -0.097 -0.127 0.229
F -0.7136 3.7594 -0.2597 -0.110 -0.093 0.203 -0.296
H 2.1040 0.7377 0.5076 0.004 0.302 0.038 0.211
C -1.4987 -1.9395 -3.7958 -1.365 -0.474 -1.440 0.928
H 1.5307 -0.0373 3.2982 0.147 0.201 0.068 0.207
H 1.7106 -0.5102 -0.6309 -0.468 -0.201 -0.354 0.268
O -0.8402 -2.0194 -2.6386 0.558 -0.497 0.986 -0.785
O -2.0997 -0.8456 -4.0414 0.241 0.007 0.034 -0.869
H -2.8986 -0.3110 -1.0147 -0.696 -1.941 0.314 0.211
H 0.4172 1.7341 1.9003 0.312 -0.269 0.071 0.241
H -1.3134 -0.8557 1.0682 0.109 0.948 0.930 0.193
C -1.1367 -0.3321 0.1456 -2.814 -0.575 -0.909 -0.323
C 1.5213 -1.0695 1.4126 -0.252 -0.103 0.206 -0.261
H -1.1940 1.8283 1.2095 -0.271 -0.078 -0.025 0.269
C 0.8905 -0.7273 2.7535 0.226 0.133 0.013 -0.642
N 0.0466 0.5965 0.0936 1.818 -0.896 -1.273 0.041
Br 1.0166 -2.8553 0.8386 -0.137 -0.067 -0.110 0.052
O -1.5409 -2.9727 -4.5373 0.472 0.626 0.537 -0.835
O 0.0263 1.0945 -1.2430 -0.151 0.276 0.247 -0.471
H -1.3838 -1.0991 -1.8889 1.493 0.234 -2.570 0.327